Below is a molecular structure, C17H50Mn2N2O13P, with properties calculated with wB97M-V/def2-TZVPD.

The value obtained for the LUMO energy (spin up / spin down) is -0.08849 / -0.10269 Eh. For the energy above the lowest of the compared OMol25 structures with the same formula, charge and spin, the calculation gives 0.000 eV. Its net charge is +1. Its spin multiplicity is 11. As for the expectation value of S²: 30.01. The value obtained for the orbital gap (spin up / spin down) is 8.373 / 8.434 eV.

Geometry as XYZ:
```
85
Properties=species:S:1:pos:R:3:forces:R:3
Mn -13.07132 12.31125 13.70446 0.563 -0.139 -0.514
Mn -12.79977 11.97177 17.65924 -0.227 -0.540 0.979
P -12.02507 10.69239 15.47595 0.016 0.571 0.762
O -12.63741 12.13705 15.68920 0.147 2.690 1.141
O -12.23875 10.14828 16.90788 0.122 -0.970 -1.093
O -10.56488 10.87776 15.09577 -0.520 -0.736 -0.092
O -13.00836 10.34639 14.34833 0.790 -2.194 -0.182
C -15.63936 10.61735 16.85827 -0.287 -0.029 -0.732
O -14.90843 11.16243 17.95149 -0.198 -0.215 0.183
C -15.08197 10.38872 19.14595 0.400 0.384 0.372
C -14.15742 10.98959 20.18548 0.190 0.031 0.270
N -12.76536 10.97182 19.70509 -0.761 0.260 -0.135
C -11.82663 11.59282 20.63136 0.543 0.118 -0.173
C -10.56515 12.05908 19.89602 0.109 -0.484 0.088
O -10.93870 12.52138 18.60084 -0.317 0.969 0.283
C -9.92200 13.17170 17.84971 0.830 -0.126 -0.583
H -15.23829 11.06873 15.94980 0.015 -0.038 0.032
H -16.71042 10.83549 16.92610 0.097 0.193 0.241
H -15.54304 9.53268 16.76382 0.353 0.035 0.182
H -14.82514 9.34373 18.95232 -0.033 -0.005 -0.107
H -16.11130 10.46199 19.50305 -0.068 -0.075 -0.148
H -14.25410 10.47719 21.14888 -0.138 -0.138 -0.100
H -14.43292 12.03349 20.36152 -0.064 -0.014 -0.030
H -12.49130 10.00633 19.52114 0.275 0.032 0.105
H -11.53221 10.91201 21.43400 -0.016 0.036 0.044
H -12.28184 12.47186 21.09074 -0.243 -0.076 -0.078
H -9.83512 11.25661 19.75959 -0.085 -0.089 0.085
H -10.10566 12.85504 20.48645 0.096 0.102 -0.206
H -10.38691 13.66030 16.99456 -0.081 -0.174 -0.004
H -9.20387 12.43122 17.48539 -0.123 0.003 -0.039
H -9.34099 13.92953 18.38286 -0.404 -0.079 0.459
C -11.84844 15.37823 13.69071 1.101 -0.180 -0.279
O -12.91919 14.50758 14.02870 -0.456 0.583 -0.260
C -14.17907 15.13541 13.91098 -1.072 0.998 -0.253
C -15.26773 14.11700 14.20256 0.333 0.210 0.900
N -15.12299 12.83898 13.45282 -1.869 1.233 -0.768
C -15.23354 12.97612 11.95102 0.624 -0.118 0.572
C -14.80994 11.62858 11.40161 -0.339 -0.727 -0.062
O -13.46949 11.37176 11.78751 -0.195 0.534 -0.381
C -12.86360 10.25537 11.13382 0.319 0.822 -0.670
H -11.89097 15.67735 12.63965 -0.320 0.198 0.082
H -10.91480 14.82530 13.78915 -0.174 -0.188 0.181
H -11.77608 16.24183 14.35256 -0.399 0.052 -0.015
H -14.33779 15.67605 12.96465 0.425 -0.657 -0.394
H -14.30558 15.98386 14.59842 0.284 -0.375 0.459
H -16.27721 14.53622 14.17389 0.120 0.241 -0.638
H -15.15063 13.91039 15.27365 0.080 -0.539 -0.138
H -16.02775 12.40012 13.61486 0.593 -0.800 0.747
H -14.55046 13.77382 11.65172 -0.149 -0.063 -0.328
H -16.26272 13.19618 11.66394 0.094 0.193 -0.162
H -14.94270 11.52356 10.32082 0.157 0.335 -0.023
H -15.43582 10.84357 11.85516 -0.083 0.108 -0.052
H -12.80016 10.51479 10.07079 -0.305 -0.350 -0.071
H -13.42641 9.34170 11.30079 0.114 -0.111 0.132
H -11.82579 10.21699 11.45144 -0.159 -0.318 0.510
C -9.33794 8.25963 13.34315 -1.045 0.565 -0.264
O -8.93759 8.80155 14.57850 -0.080 -0.203 0.088
H -10.43554 8.16452 13.28915 0.073 -0.163 0.144
H -9.10810 8.93942 12.50765 0.418 -0.243 -0.029
H -8.93572 7.26524 13.17146 0.349 0.091 0.088
H -9.60413 9.48076 14.82139 0.483 -0.163 -0.076
C -13.28515 7.10825 14.38122 0.026 0.861 0.075
O -14.18008 7.97384 15.07049 -0.012 0.059 0.196
H -13.57611 6.08696 14.60304 -0.031 -0.077 -0.240
H -13.31649 7.35381 13.31348 -0.048 -0.497 -0.088
H -12.24518 7.26138 14.69477 -0.052 -0.100 0.171
H -13.86710 8.88667 14.91685 -0.084 -0.396 -0.132
C -9.99106 8.10871 18.32553 0.303 -0.055 0.535
O -11.24102 8.59910 18.77605 -0.483 0.329 0.019
H -9.95902 7.90865 17.25469 -0.098 0.022 -0.027
H -9.17421 8.79320 18.58829 -0.067 0.126 -0.204
H -9.78402 7.19356 18.88266 -0.065 -0.106 -0.204
H -11.66756 9.12407 18.05967 0.580 -0.485 -0.095
C -7.33574 11.84809 14.71796 0.186 0.005 0.318
O -8.52006 12.63264 14.82354 0.031 0.133 0.024
H -6.45957 12.48807 14.60731 -0.229 0.255 -0.117
H -7.17649 11.28806 15.64343 -0.017 -0.243 -0.168
H -7.37144 11.16735 13.86604 -0.048 -0.134 0.087
H -9.20600 12.05369 15.20217 0.149 0.042 -0.191
C -10.15614 12.58944 11.86114 0.251 -0.099 0.297
O -11.02490 12.44862 12.99283 0.400 0.113 -0.159
H -10.73614 12.81730 10.97014 -0.112 -0.165 0.020
H -9.42183 13.38232 12.01897 -0.133 0.069 0.127
H -9.59595 11.65767 11.76245 -0.075 0.030 -0.373
H -10.52124 11.95122 13.68202 -0.277 0.043 0.076
```
Positions in Å, forces in eV/Å.


Below is 2 unconnected molecules or ions with the total composition C7H9ClNS, with properties calculated with wB97M-V/def2-TZVPD.

The value obtained for the LUMO energy is -0.20119 Eh. For the energy above the lowest of the compared OMol25 structures with the same formula, charge and spin, the calculation gives 0.000 eV. Its net charge is +1. The value obtained for the orbital gap is 6.040 eV.

Geometry as XYZ:
```
19
Properties=species:S:1:pos:R:3:forces:R:3
C -2.90053 1.16040 -0.39758 0.236 -0.484 0.045
C -1.66637 1.68277 -0.78496 2.223 0.056 1.311
C -2.75734 0.20851 0.56340 -2.660 0.267 -0.227
C -0.62187 1.16296 0.02156 -1.233 0.461 -1.644
C 1.69704 1.25050 0.74140 0.446 1.756 -3.648
C 0.75485 1.56323 -0.16467 -0.602 1.225 -0.251
C 1.75026 -1.85200 -0.90392 -1.414 -1.671 -0.300
N 1.15336 -2.10794 0.20144 3.719 5.277 1.529
S -1.22452 -0.00840 1.12515 1.352 0.037 0.318
Cl 3.33123 1.76204 0.51133 -0.039 -0.231 0.395
H -3.88050 1.39207 -0.73905 -0.375 0.378 -0.500
H -1.40528 2.48865 -1.47446 -0.532 -0.376 0.013
H -3.65688 -0.21703 0.97377 0.294 -0.544 0.425
H 1.44122 0.64890 1.52831 -0.143 -1.209 2.289
H 1.51952 -2.53279 -1.75038 0.270 0.550 0.557
H 2.40801 -1.02602 -1.06350 0.351 0.541 0.369
H 0.77233 2.31334 -1.04390 0.983 -1.381 1.575
H 0.55073 -2.83774 0.30524 -2.126 -2.547 0.399
H 1.34623 -1.43568 1.08925 -0.751 -2.106 -2.656
```
Positions in Å, forces in eV/Å.


Below is a molecular structure, C20H38N10ReS3, with properties calculated with wB97M-V/def2-TZVPD.

The value obtained for the LUMO energy (spin up / spin down) is -0.44205 / -0.48632 Eh. Its net charge is +4. Its spin multiplicity is 4. As for the expectation value of S²: 3.77. The value obtained for the orbital gap (spin up / spin down) is 6.900 / 6.033 eV.

Geometry as XYZ:
```
72
Properties=species:S:1:pos:R:3:forces:R:3
Re -0.06400 0.09549 -0.36291 -0.019 0.011 0.094
C -1.32926 2.56113 -1.05444 -0.014 -0.008 -0.017
N -0.31321 3.30253 -0.35614 -0.004 0.000 0.009
C 0.30270 4.40587 -1.11727 0.001 -0.001 -0.003
C 0.17730 2.87881 0.82586 0.014 0.012 -0.011
N 0.05660 1.53372 1.10668 0.004 -0.015 -0.013
C 0.16571 0.99745 2.42139 -0.007 -0.005 0.005
C -0.04408 1.68046 3.61782 -0.004 0.000 -0.011
C 0.22439 1.04948 4.81936 0.001 -0.005 0.004
C 0.72518 -0.25186 4.83851 0.000 0.007 0.004
C 0.84572 -0.96854 3.66232 0.002 -0.005 -0.010
C 0.49485 -0.36357 2.45686 0.001 0.001 0.010
N 0.40588 -1.05007 1.20957 0.011 0.015 -0.023
C 0.24678 -2.44593 1.19003 0.000 -0.003 -0.003
N 0.87414 -3.14219 0.24770 -0.002 0.009 -0.001
C 0.33647 -4.39213 -0.30864 -0.008 0.006 -0.004
C 2.18359 -2.76960 -0.29054 0.003 -0.002 0.002
N -0.55141 -3.05270 2.06560 0.007 -0.014 0.025
C -1.66172 -2.41492 2.77730 -0.008 0.003 -0.028
C -0.29263 -4.43463 2.52378 0.009 0.013 -0.001
N 0.76519 3.76152 1.62463 0.000 0.004 0.005
C 0.31754 5.16625 1.69616 0.001 -0.004 0.003
C 1.93787 3.48054 2.45657 -0.002 -0.002 -0.004
H -1.78366 3.19027 -1.82051 0.000 0.004 0.005
H -2.12234 2.23366 -0.38656 0.000 0.006 0.003
H -0.91618 1.71041 -1.66755 0.005 0.002 0.005
H 0.44911 4.06964 -2.14339 -0.001 0.001 -0.001
H 1.27141 4.65023 -0.69394 -0.001 -0.001 -0.004
H -0.33109 5.29125 -1.12058 0.001 0.001 -0.001
H -0.40696 2.69857 3.61378 0.000 0.001 0.005
H 0.06394 1.57846 5.74922 -0.002 0.004 -0.002
H 0.99032 -0.71464 5.77963 0.001 -0.004 -0.002
H 1.18995 -1.99458 3.68701 -0.001 0.001 0.006
H -0.72511 -4.47669 -0.09454 0.002 -0.004 0.004
H 0.85987 -5.26683 0.07473 0.002 0.000 -0.001
H 0.48178 -4.35358 -1.38804 0.000 -0.001 0.000
H 2.60937 -1.95472 0.28438 -0.001 0.002 -0.001
H 2.10221 -2.49559 -1.34312 -0.001 -0.001 0.000
H 2.84190 -3.63505 -0.21155 0.001 0.000 -0.001
H -1.77679 -1.37019 2.49887 0.006 0.000 0.003
H -1.47991 -2.43802 3.85120 -0.005 -0.007 0.001
H -2.57693 -2.97424 2.57470 -0.004 0.001 0.004
H 0.72277 -4.72732 2.27586 -0.004 -0.004 -0.003
H -1.00261 -5.14105 2.09734 -0.004 -0.001 0.001
H -0.40348 -4.44420 3.60723 0.003 0.001 0.003
H -0.65523 5.28091 1.22857 0.000 0.001 0.001
H 1.03895 5.83944 1.23518 -0.001 0.002 0.001
H 0.23075 5.42563 2.75095 0.000 0.001 0.000
H 2.26529 2.45476 2.33266 0.001 0.005 0.000
H 1.71984 3.67080 3.50624 0.003 -0.001 0.000
H 2.73274 4.15971 2.14397 0.000 0.002 0.002
N -2.26071 -0.43913 -0.03167 -0.019 -0.011 0.000
N -2.96514 -0.70573 -1.23227 -0.003 0.020 0.007
C -2.30053 -1.12890 -2.32264 0.015 -0.001 -0.004
N -2.96750 -1.53419 -3.37142 -0.001 0.002 0.002
S -0.56289 -1.12660 -2.36230 -0.030 -0.038 -0.058
H -2.34280 -1.25171 0.58346 -0.001 0.001 0.002
H -2.74317 0.32640 0.44190 0.005 0.003 0.000
H -3.97200 -0.80686 -1.15581 0.001 -0.012 -0.001
H -3.97993 -1.58257 -3.40839 0.000 0.000 -0.001
H -2.47451 -1.80248 -4.21517 -0.001 -0.002 0.000
S 1.94071 0.64523 -1.49231 0.053 0.023 -0.009
C 3.40356 0.85012 -0.57162 -0.008 -0.021 -0.013
N 4.47895 1.27432 -1.17498 -0.005 0.007 0.009
C 5.74342 1.17821 -0.41800 0.000 0.002 -0.002
C 5.33728 1.14768 1.05284 -0.003 -0.003 -0.002
S 3.64345 0.43848 1.07441 0.004 0.005 0.008
H 4.48068 1.50591 -2.16354 0.002 -0.001 0.000
H 6.37581 2.03349 -0.64604 0.002 0.000 0.001
H 6.25574 0.26548 -0.72614 0.001 -0.001 0.000
H 5.28761 2.13973 1.49672 0.000 0.001 0.001
H 5.98956 0.51505 1.64946 0.001 0.001 0.001
```
Positions in Å, forces in eV/Å.


| no. | maximum force (Eh/bohr) | DFT total energy (Ha) |
| --- | --- | --- |
| 1 | 0.0569 | -4408.66170 |
| 2 | 0.1290 | -1184.92841 |
| 3 | 0.0019 | -2603.90938 |